one:
A molecular structure, C6H7N. Source: OMol25; level of theory: the ωB97M-V functional and the def2-TZVPD basis.

Geometry as XYZ:
```
14
Properties=species:S:1:pos:R:3:lowdin_charge:R:1
N 3.04462 -0.67192 -0.11887 0.1704
C 0.45954 0.37769 0.27661 -0.2372
C 2.37789 0.33737 -0.05247 -0.2041
C -2.21070 0.06627 -0.27358 -0.0684
C -1.00715 0.08377 0.64906 -0.2231
C 1.47518 1.30751 -0.00845 0.0283
C 0.13110 -0.85920 0.30276 0.0026
H 0.07944 -1.79546 -0.17746 0.0989
H -3.07435 -0.22662 0.37583 0.0928
H 1.41738 2.29377 0.11195 0.0680
H -2.14647 -0.70716 -0.97328 0.0509
H -2.47688 0.92243 -0.73150 0.0235
H 3.24972 -1.17722 -1.02005 0.1199
H -1.31933 0.04877 1.63944 0.0775
```

The calculation puts the lowest unoccupied orbital energy at 0.869 eV. The value obtained for the HOMO-LUMO gap is 8.85 eV.

***

two:
C6H7N in the gas phase. Source: OMol25; level of theory: the ωB97M-V functional and the def2-TZVPD basis.

Geometry as XYZ:
```
14
Properties=species:S:1:pos:R:3:lowdin_charge:R:1
N 0.52909 -0.03325 2.25082 0.0813
C 0.07631 -1.09901 -1.31479 -0.0914
C 0.42119 -1.17612 0.03835 -0.0546
C -0.09916 1.14476 0.28008 -0.0436
C 0.24592 -0.06506 0.86640 -0.3396
C -0.57031 0.07154 -1.76307 -0.1352
C -0.78768 1.15751 -0.95121 -0.0797
H 0.17053 2.02783 0.85575 0.1074
H -0.36030 -1.93291 -1.85808 0.1024
H -0.83951 0.08572 -2.81477 0.0957
H -1.31810 2.01868 -1.33855 0.1002
H 0.61558 -2.09229 0.59075 0.1028
H 1.00252 0.79136 2.57364 0.0793
H 0.91391 -0.89876 2.58469 0.0751
```

As for the SMILES: Nc1ccccc1. The calculation puts the lowest unoccupied orbital energy at 1.038 eV. The value obtained for the HOMO-LUMO gap is 9.09 eV.

***

We find two to be the most stable, with the next structure 4.583 eV higher.

***

one:
C4H5N3 in the gas phase. Source: OMol25; level of theory: the ωB97M-V functional and the def2-TZVPD basis.

Geometry as XYZ:
```
12
Properties=species:S:1:pos:R:3:lowdin_charge:R:1
N 0.37233 0.70812 0.28958 -0.0794
N -0.29440 -2.11949 -1.59061 0.1709
N -2.15245 1.81857 -1.68672 0.1748
C -0.82589 0.08078 -0.21983 -0.3479
C 1.22578 -0.14919 1.11978 -0.0997
C -1.58329 1.04522 -1.04472 -0.1624
C -0.56665 -1.15430 -1.01583 -0.1727
H 0.89542 1.10645 -0.47955 0.1168
H -1.46998 -0.20966 0.62027 0.1583
H 2.26096 -0.07855 0.78106 0.0862
H 0.95140 -1.20982 1.05985 0.0776
H 1.18676 0.16187 2.16673 0.0777
```

As for the SMILES: CNC(C#N)C#N. The calculation puts the lowest unoccupied orbital energy at 0.585 eV. The value obtained for the HOMO-LUMO gap is 11.04 eV.

***

two:
A molecular structure, C4H5N3. Source: OMol25; level of theory: the ωB97M-V functional and the def2-TZVPD basis.

Geometry as XYZ:
```
12
Properties=species:S:1:pos:R:3:lowdin_charge:R:1
N -2.25568 -0.36409 -0.12440 0.1095
N 0.03074 -0.88177 0.35312 0.0976
N 2.37590 -0.30155 0.03890 0.1763
C -0.76055 1.26206 0.20750 0.0241
C -1.02505 -0.19977 0.07498 -0.6335
C 0.59138 1.31628 -0.06910 0.0144
C 1.21130 -0.06912 0.05562 -0.4802
H 0.22195 -1.99079 -0.38786 0.2948
H 2.51307 -1.28743 -0.07966 0.0586
H -2.70558 -1.40401 -0.13962 0.1104
H -1.57261 1.91638 0.53202 0.1146
H 1.37513 2.00381 -0.46148 0.1134
```

The calculation puts the lowest unoccupied orbital energy at 0.185 eV. The value obtained for the HOMO-LUMO gap is 9.65 eV.

***

We find one to be the most stable, with the next structure 2.446 eV higher.

***

one:
C4H5N3 in the gas phase. Source: OMol25; level of theory: the ωB97M-V functional and the def2-TZVPD basis.

Geometry as XYZ:
```
12
Properties=species:S:1:pos:R:3:lowdin_charge:R:1
N -1.08023 0.89959 0.33775 0.1598
N 0.20877 -0.95200 -0.65942 0.0891
N -2.24940 -0.46321 -1.10650 0.0379
C 1.37402 -0.80594 -0.10013 -0.1528
C 1.61556 0.16873 0.93278 -0.1134
C 0.53720 0.97370 1.19050 0.0473
C -0.88236 -0.14573 -0.35081 -0.4703
H 0.61741 1.74180 1.96472 0.0723
H -1.93773 -0.41873 -2.06914 0.0316
H 2.17780 -1.46469 -0.46318 0.1145
H -3.00079 0.27593 -1.08609 0.0745
H 2.61976 0.19055 1.40952 0.1096
```

As for the SMILES: Nc1ncccn1. The calculation puts the lowest unoccupied orbital energy at -0.157 eV. The value obtained for the HOMO-LUMO gap is 9.45 eV.

***

two:
C4H5N3 in the gas phase. Source: OMol25; level of theory: the ωB97M-V functional and the def2-TZVPD basis.

Geometry as XYZ:
```
12
Properties=species:S:1:pos:R:3:lowdin_charge:R:1
N 0.75655 0.03023 -0.39252 -0.0804
N -0.44460 -3.15630 -0.84582 0.1740
N -2.59144 0.43088 0.08126 0.1722
C -1.60506 -0.15240 0.20806 -0.1749
C 0.95994 1.36981 0.19122 -0.1009
C -0.25438 -0.77687 0.26723 -0.3501
C -0.33107 -2.11827 -0.35220 -0.1637
H 0.70503 2.14783 -0.53605 0.0844
H 0.49963 0.12271 -1.37720 0.1220
H 0.01488 -0.92437 1.32234 0.1568
H 2.01167 1.50499 0.47262 0.0774
H 0.32744 1.54468 1.07374 0.0831
```

As for the SMILES: CNC(C#N)C#N. The calculation puts the lowest unoccupied orbital energy at 0.593 eV. The value obtained for the HOMO-LUMO gap is 11.06 eV.

***

We find two to be the most stable, with the next structure 1.609 eV higher.

***

one:
C5H10N2O in the gas phase. Source: OMol25; level of theory: the ωB97M-V functional and the def2-TZVPD basis.

Geometry as XYZ:
```
18
Properties=species:S:1:pos:R:3:lowdin_charge:R:1
O 1.02795 -1.83061 -1.66273 0.0473
N -0.28098 -2.57982 0.02506 0.1627
N -0.94035 -0.01754 0.72621 -0.0403
C 0.18862 -1.61766 -0.81060 -0.5084
C 0.67552 1.75330 0.26957 -0.1458
C 0.49253 0.88447 -1.01839 -0.1145
C -0.06104 0.95487 1.35708 -0.2162
C -0.48103 -0.24461 -0.65410 -0.2515
H -1.05770 -2.41337 0.63576 0.0874
H 0.20301 2.71768 0.09755 0.0981
H -1.36076 -0.28533 -1.29281 0.1481
H -1.89955 0.29852 0.70128 0.1051
H 1.44530 0.49458 -1.35779 0.1037
H 1.73101 1.82314 0.52374 0.1012
H -0.61804 1.52717 2.10192 0.1107
H 0.66944 0.41986 1.95805 0.1018
H 0.26637 -3.41762 0.13012 0.1078
H -0.00030 1.53299 -1.72991 0.1028
```

As for the SMILES: NC(=O)[C@@H]1CCCN1. The calculation puts the lowest unoccupied orbital energy at 0.832 eV. The value obtained for the HOMO-LUMO gap is 9.79 eV.

***

two:
C5H10N2O in the gas phase. Source: OMol25; level of theory: the ωB97M-V functional and the def2-TZVPD basis.

Geometry as XYZ:
```
18
Properties=species:S:1:pos:R:3:lowdin_charge:R:1
O -1.74643 -0.12681 -1.12677 -0.0587
N 2.38385 -0.20218 -0.61224 0.1593
N 0.08567 -1.48558 -0.36972 0.0028
C 1.27000 0.36319 -1.03751 -0.0582
C -0.77281 -0.40377 -0.05348 -0.6929
C 0.22739 0.75633 -0.07994 -0.2526
C 0.23643 1.89172 0.60613 0.0841
C -1.59018 -0.48786 1.23075 -0.0382
H -1.42495 -0.66342 -1.86217 0.0683
H 1.03155 2.61994 0.50499 0.0647
H 1.25221 0.74033 -2.05732 0.1454
H -0.35742 -2.36060 -0.08985 0.0161
H -0.54341 2.10695 1.32415 0.0673
H 2.28101 -0.66892 0.29330 0.1306
H -2.23160 0.38694 1.35389 0.0753
H -0.93190 -0.58337 2.09443 0.0805
H -2.23694 -1.36390 1.16837 0.0797
H 3.06753 -0.51899 -1.28701 0.1266
```

The calculation puts the lowest unoccupied orbital energy at 0.035 eV. The value obtained for the HOMO-LUMO gap is 7.37 eV.

***

three:
C5H10N2O in the gas phase. Source: OMol25; level of theory: the ωB97M-V functional and the def2-TZVPD basis.

Geometry as XYZ:
```
18
Properties=species:S:1:pos:R:3:lowdin_charge:R:1
O -2.44275 2.52750 -0.16331 0.0231
N -1.93517 0.53092 -1.06341 0.1629
N -0.09088 -1.55126 0.70521 0.0885
C -0.47418 1.42905 0.71072 -0.1123
C 0.67972 0.65097 0.13621 -0.0980
C 0.83571 -0.68482 0.16272 -0.4385
C -1.68107 1.56779 -0.21446 -0.5328
C 2.05096 -1.32280 -0.46641 -0.0497
H 1.44321 1.26233 -0.34270 0.1058
H -0.81838 0.99495 1.65538 0.1142
H -1.42550 -0.34329 -0.99578 0.0794
H 0.31357 -2.44030 0.99703 0.0970
H -0.65689 -1.14741 1.44820 0.0920
H -0.11763 2.44046 0.94074 0.1193
H 2.69435 -0.59154 -0.96670 0.0792
H 1.74657 -2.06347 -1.21378 0.0806
H 2.64914 -1.82875 0.29884 0.0796
H -2.77077 0.56967 -1.62848 0.1098
```

As for the SMILES: C/C(N)=C/CC(N)=O. The calculation puts the lowest unoccupied orbital energy at 0.770 eV. The value obtained for the HOMO-LUMO gap is 9.12 eV.

***

We find three to be the most stable, with the next structure 0.064 eV higher.

***

one:
3 unconnected molecules or ions with the total composition C4H4N2O3. Source: OMol25; level of theory: the ωB97M-V functional and the def2-TZVPD basis.

Geometry as XYZ:
```
13
Properties=species:S:1:pos:R:3:lowdin_charge:R:1
O 1.75320 1.28844 0.15206 0.0706
O -1.63280 0.36091 -0.36222 -0.1341
O -0.10572 2.94089 -0.05326 0.1370
N 2.77346 -0.98844 -0.08743 0.2055
N 0.41525 -0.61916 -0.09879 0.1528
C 0.35646 1.75113 0.00990 -0.1807
C -2.13963 -0.84006 0.16171 -0.1693
C -0.26252 0.44312 -0.20099 -0.3381
C 1.85485 -0.10969 -0.09207 -0.3386
H -3.40795 -0.87525 1.13010 0.1836
H -2.41466 -1.30122 -1.00951 0.1263
H -0.81791 -1.52407 0.75819 0.2270
H 3.62797 -0.52660 -0.30769 0.0581
```

The calculation puts the lowest unoccupied orbital energy at -1.670 eV. The value obtained for the HOMO-LUMO gap is 8.43 eV.

***

two:
C4H4N2O3 in the gas phase. Source: OMol25; level of theory: the ωB97M-V functional and the def2-TZVPD basis.

Geometry as XYZ:
```
13
Properties=species:S:1:pos:R:3:lowdin_charge:R:1
O -1.90737 -1.22387 0.72826 0.1768
O 1.95324 0.04140 -0.01188 -0.2172
O -1.33760 -0.19959 -1.26075 0.0530
N -4.61106 -0.25263 -1.29177 0.2017
N 0.53256 -0.22011 0.14426 0.0966
C -3.53862 -0.43488 -0.83000 -0.0633
C -0.01401 -0.06064 -0.99048 -0.1634
C -2.21591 -0.67595 -0.29656 -0.4281
C 2.49573 0.55612 1.22633 -0.0933
H 0.65045 0.20000 -1.87248 0.1716
H 1.94762 1.49022 1.51009 0.0864
H 2.54773 -0.18208 2.03749 0.0820
H 3.49726 0.96201 0.90749 0.0972
```

As for the SMILES: CO/N=C/OC(=O)C#N. The calculation puts the lowest unoccupied orbital energy at -0.753 eV. The value obtained for the HOMO-LUMO gap is 9.31 eV.

***

We find two to be the most stable, with the next structure 3.667 eV higher.

***

one:
C5H8 in the gas phase. Source: OMol25; level of theory: the ωB97M-V functional and the def2-TZVPD basis.

Geometry as XYZ:
```
13
Properties=species:S:1:pos:R:3:lowdin_charge:R:1
C 0.17415 -0.65965 -0.15149 -0.3275
C -0.44667 -0.01284 1.07662 -0.1411
C -0.40349 1.34550 0.32739 -0.1717
C 0.44744 0.69080 -0.79121 -0.1426
C 0.32682 -1.91454 -0.55095 0.0410
H 0.01413 -2.74919 0.07131 0.0564
H 0.06369 2.17783 0.85896 0.0964
H 0.09677 0.82042 -1.82000 0.1066
H 0.20619 -0.04568 1.95658 0.1095
H -1.43680 -0.37901 1.36711 0.1064
H 1.50501 0.97364 -0.74750 0.1097
H 0.76051 -2.15553 -1.51930 0.0570
H -1.38818 1.66482 -0.02235 0.1001
```

As for the SMILES: C=C1CCC1. The calculation puts the lowest unoccupied orbital energy at 1.217 eV. The value obtained for the HOMO-LUMO gap is 10.48 eV.

***

two:
C5H8 in the gas phase. Source: OMol25; level of theory: the ωB97M-V functional and the def2-TZVPD basis.

Geometry as XYZ:
```
13
Properties=species:S:1:pos:R:3:lowdin_charge:R:1
C -0.36621 1.31177 0.39372 -0.1104
C -1.79570 1.48232 0.14204 -0.1060
C 0.69204 0.73266 0.37471 -0.0716
C 0.47550 -1.37596 -0.69379 -0.0882
C 1.50005 -0.44081 0.01446 -0.2365
H -0.51841 -0.91405 -0.69372 0.0490
H 2.33687 -0.17857 -0.64416 0.1007
H 1.93710 -0.92441 0.89660 0.1008
H 0.37242 -2.32874 -0.17022 0.0704
H -2.11246 0.54103 -0.33371 0.0732
H 0.73286 -1.55241 -1.74118 0.0715
H -2.01547 2.29131 -0.55737 0.0738
H -2.38068 1.60522 1.05562 0.0733
```

As for the SMILES: CC#CCC. The calculation puts the lowest unoccupied orbital energy at 1.078 eV. The value obtained for the HOMO-LUMO gap is 10.28 eV.

***

We find one to be the most stable, with the next structure 0.977 eV higher.